Record 1
{
  "formula": "C20H18IrN4O5S4",
  "method": "ωB97M-V/def2-TZVPD",
  "gap_ev": [6.879, 6.997],
  "molar_mass_g_mol": 714.9,
  "total_charge": -1,
  "total_energy_ev": -83411.2584,
  "max_force_ev_per_a": 2.35,
  "homo_energy_ev": [-4.842, -4.863],
  "species": ["Ir", "C", "O", "C", "C", "C", "C", "C", "C", "O", "C", "O", "C", "H", "H", "H", "H", "H", "H", "H", "H", "H", "S", "C", "S", "S", "N", "C", "C", "C", "C", "C", "C", "S", "O", "O", "N", "C", "N", "C", "C", "C", "N", "H", "H", "H", "H", "H", "H", "H", "H", "H"],
  "coordinates": [[-1.066, 0.194, 0.940], [-0.302, 6.182, -2.547], [0.966, 5.576, -2.562], [1.134, 4.426, -1.841], [2.402, 3.829, -1.942], [2.640, 2.640, -1.307], [1.677, 1.995, -0.514], [1.911, 0.691, 0.071], [3.033, -0.185, -0.438], [1.206, 0.222, 0.979], [0.414, 2.656, -0.313], [-0.511, 2.274, 0.481], [0.171, 3.844, -1.057], [-0.233, 7.051, -3.201], [-0.575, 6.507, -1.538], [-1.073, 5.502, -2.927], [3.163, 4.323, -2.524], [3.624, 2.204, -1.401], [3.493, 0.182, -1.348], [2.607, -1.175, -0.622], [3.784, -0.282, 0.344], [-0.806, 4.280, -0.919], [-3.950, 0.280, 4.632], [-2.935, 0.216, 3.322], [-3.479, 0.455, 1.705], [-1.247, -0.097, 3.463], [-0.399, -4.780, 5.131], [-0.272, -4.251, 3.859], [-1.413, -3.979, 3.098], [-1.289, -3.605, 1.776], [-0.033, -3.479, 1.209], [1.105, -3.689, 1.962], [0.989, -4.070, 3.285], [0.045, -3.019, -0.511], [1.426, -2.864, -0.903], [-0.736, -3.968, -1.260], [-0.736, -1.563, -0.434], [-1.009, -0.952, -1.577], [-1.595, 0.260, -1.411], [-1.929, 0.938, -2.483], [-1.706, 0.439, -3.760], [-1.081, -0.802, -3.828], [-0.726, -1.489, -2.767], [-1.266, -4.572, 5.601], [0.414, -4.687, 5.720], [-2.390, -4.064, 3.553], [-2.152, -3.424, 1.154], [2.067, -3.561, 1.494], [1.872, -4.232, 3.889], [-2.383, 1.906, -2.308], [-2.006, 0.983, -4.641], [-0.844, -1.266, -4.782]],
  "forces_ev_per_angstrom": [[-0.99, 1.16, 0.55], [-0.24, 0.09, 0.04], [0.32, -0.38, 0.12], [-0.13, -0.08, 0.04], [0.30, -0.04, -0.03], [-0.01, 0.22, -0.26], [-0.63, -0.28, 0.15], [0.24, 0.39, -0.32], [-0.09, 0.09, 0.22], [-0.72, -0.68, -0.23], [0.39, -0.27, 0.21], [-0.90, -0.12, 0.67], [-0.19, 0.41, -0.06], [-0.01, -0.08, 0.06], [-0.03, -0.01, -0.04], [0.04, 0.04, 0.04], [0.11, 0.03, -0.09], [0.05, -0.07, -0.05], [0.05, 0.04, -0.03], [0.04, 0.12, 0.06], [0.11, -0.04, 0.08], [-0.08, 0.06, -0.01], [0.15, -0.04, -0.20], [-0.34, -0.01, 0.53], [2.16, -0.40, -0.83], [0.32, 0.24, -2.26], [0.02, -0.03, 0.34], [0.04, 0.00, -0.41], [0.09, 0.00, -0.09], [-0.07, -0.14, 0.13], [0.03, 0.36, -0.54], [0.05, 0.08, -0.17], [-0.18, -0.06, 0.11], [-0.21, -0.25, 0.48], [-0.01, 0.02, 0.23], [-0.11, -0.01, 0.17], [0.17, -0.75, 1.30], [-0.40, 0.24, -0.93], [0.88, -0.58, 1.50], [-0.09, 0.37, -0.36], [-0.15, 0.03, 0.12], [-0.06, 0.21, -0.10], [0.20, -0.23, -0.17], [0.09, 0.05, 0.03], [-0.11, 0.06, 0.03], [-0.07, -0.04, -0.01], [-0.22, 0.08, 0.07], [0.17, 0.06, 0.00], [0.08, -0.06, -0.01], [0.01, 0.07, -0.05], [0.02, 0.05, -0.03], [-0.04, 0.09, -0.05]]
}

Record 2
{
  "formula": "C20H18N2OS",
  "method": "ωB97M-V/def2-TZVPD",
  "gap_ev": 5.434,
  "molar_mass_g_mol": 334.4,
  "e_above_lowest_kcal_mol": 129.7,
  "total_energy_ev": -36890.4639,
  "max_force_ev_per_a": 2.27,
  "homo_energy_ev": -6.545,
  "species": ["C", "C", "C", "N", "C", "N", "C", "C", "C", "C", "C", "C", "H", "H", "H", "H", "H", "H", "C", "S", "C", "C", "C", "C", "C", "C", "C", "C", "C", "O", "H", "H", "H", "H", "H", "H", "H", "H", "H", "H", "H", "H"],
  "coordinates": [[-1.367, -0.908, 0.474], [-1.081, -1.954, -0.586], [-2.071, -2.534, -1.402], [-2.816, -3.090, -2.132], [0.065, -2.755, -0.527], [0.976, -3.497, -0.557], [-0.292, -0.847, 1.571], [1.056, -0.795, 1.244], [2.018, -0.703, 2.267], [1.610, -0.765, 3.608], [0.247, -0.767, 3.924], [-0.700, -0.738, 2.910], [-2.303, -1.198, 0.985], [1.366, -0.838, 0.193], [3.072, -0.599, 1.997], [2.360, -0.800, 4.395], [-0.081, -0.816, 4.967], [-1.770, -0.703, 3.125], [-4.331, 1.063, -1.481], [-2.904, 0.043, -1.685], [-2.318, 0.346, -3.366], [-1.553, 0.445, -0.155], [-0.357, 1.027, -0.846], [0.100, 2.434, -0.491], [-0.569, 3.549, -1.009], [0.011, 4.819, -0.903], [1.261, 4.965, -0.278], [1.894, 3.852, 0.291], [1.299, 2.592, 0.210], [0.251, 0.381, -1.692], [-5.190, 0.376, -1.497], [-4.248, 1.533, -0.503], [-4.363, 1.781, -2.302], [-2.550, -0.529, -3.995], [-2.812, 1.248, -3.747], [-1.232, 0.473, -3.334], [-2.046, 1.187, 0.485], [-1.528, 3.397, -1.508], [-0.499, 5.691, -1.314], [1.735, 5.952, -0.222], [2.860, 3.954, 0.791], [1.739, 1.719, 0.685]],
  "forces_ev_per_angstrom": [[-0.20, -1.51, 0.14], [-0.04, -0.46, 0.09], [-1.00, -1.32, -0.97], [1.11, 1.14, 1.22], [1.62, -1.56, -0.32], [-1.28, 1.31, 0.16], [-0.57, 0.77, -0.08], [0.66, 0.16, 0.27], [-0.53, -0.17, -0.01], [-0.01, 0.18, -0.52], [0.15, -0.05, 0.16], [0.12, -0.40, -0.45], [0.13, 0.44, -0.09], [-0.04, 0.03, 0.58], [-0.33, -0.23, 0.18], [-0.17, 0.08, -0.10], [0.17, 0.13, -0.36], [0.32, -0.10, 0.09], [-0.32, 0.25, -0.07], [1.13, -0.72, 1.07], [0.23, 0.27, -0.11], [-1.16, 0.79, -1.27], [1.18, -0.19, -0.97], [0.15, -0.06, -0.05], [0.26, -0.13, 0.16], [0.27, -0.20, 0.23], [-0.22, -0.20, -0.03], [-0.26, 0.05, -0.03], [-0.12, 0.19, -0.22], [-0.69, 1.13, 0.99], [0.21, 0.43, -0.05], [-0.23, 0.20, -0.10], [-0.27, 0.11, 0.34], [-0.06, 0.19, 0.57], [0.21, -0.19, 0.07], [-0.18, -0.03, 0.02], [-0.16, -0.09, -0.27], [0.21, 0.21, -0.01], [0.14, -0.26, 0.09], [-0.24, -0.44, -0.04], [-0.35, 0.04, -0.12], [0.15, 0.18, -0.19]]
}

Record 3
{
  "formula": "C20H18N4O2S",
  "method": "ωB97M-V/def2-TZVPD",
  "gap_ev": 7.332,
  "molar_mass_g_mol": 378.5,
  "e_above_lowest_kcal_mol": 472.8,
  "total_energy_ev": -41904.3930,
  "max_force_ev_per_a": 18.17,
  "homo_energy_ev": -8.363,
  "species": ["C", "C", "C", "C", "C", "C", "C", "H", "C", "H", "H", "H", "N", "C", "N", "N", "N", "S", "C", "C", "O", "C", "C", "C", "C", "C", "C", "C", "C", "O", "H", "H", "H", "H", "H", "H", "H", "C", "H", "H", "H", "H", "H", "H", "H"],
  "coordinates": [[2.804, -4.255, 2.197], [2.170, -3.184, 1.182], [1.500, -3.680, -0.053], [1.029, -2.872, -0.873], [1.256, -1.444, -0.585], [1.731, -1.096, 0.627], [2.271, -2.045, 1.621], [2.830, -1.564, 2.200], [1.792, 0.391, 0.688], [2.235, 0.978, -0.029], [0.605, 0.694, 0.712], [2.306, 0.551, 1.555], [0.631, -0.554, -1.455], [-0.944, -0.439, -1.752], [-0.863, 0.573, -2.689], [0.245, 0.761, -2.841], [1.172, 0.233, -2.167], [-2.151, -1.211, -0.758], [-3.597, -0.103, -1.627], [-3.337, 1.222, -1.702], [-3.655, 1.832, -2.761], [-2.569, 1.821, -0.689], [-2.212, 1.601, 0.505], [-1.454, 2.616, 1.137], [-0.618, 3.029, 1.965], [-0.037, 4.268, 2.336], [0.155, 5.190, 1.441], [-0.686, 4.868, -0.029], [-1.305, 3.589, 0.103], [-2.021, 3.254, -0.985], [-0.604, 5.569, -0.821], [0.714, 6.057, 1.370], [0.478, 4.440, 3.262], [-0.608, 2.332, 3.146], [-2.318, 0.758, 1.130], [-4.487, -0.320, -0.883], [-3.761, -0.546, -2.566], [0.163, -3.554, -1.945], [-0.762, -3.465, -2.017], [0.555, -4.669, -2.319], [0.522, -2.818, -2.819], [1.447, -5.085, -0.038], [2.415, -5.310, 2.211], [2.987, -3.866, 3.270], [3.974, -4.546, 1.746]],
  "forces_ev_per_angstrom": [[3.46, -1.08, -1.37], [0.34, -12.50, -0.17], [4.33, -7.89, 8.06], [-4.02, 2.52, -4.00], [-1.63, -3.92, 0.00], [0.92, 1.39, -1.81], [-4.90, 7.53, -6.22], [4.39, 2.81, 6.04], [-4.65, -0.83, 1.74], [1.03, 0.65, -2.18], [3.00, -0.07, 0.45], [0.79, 1.46, 2.81], [-8.13, -5.06, 4.48], [4.47, 0.06, 0.96], [-13.56, -6.34, 4.62], [13.77, 9.09, -7.60], [3.79, 2.56, -3.05], [-1.23, 1.24, -1.65], [-1.70, -7.11, 4.06], [0.32, 5.84, -4.97], [0.39, -1.15, 3.00], [1.13, 6.81, -2.51], [1.12, -2.51, 5.74], [-1.61, 2.11, -7.26], [3.39, -1.99, 14.27], [1.04, -1.41, 0.63], [-4.01, -0.24, -8.21], [2.32, -2.35, 7.09], [-0.87, 4.41, -4.16], [-1.89, -3.80, -0.82], [-0.31, -0.06, -0.74], [0.95, 1.62, 0.69], [-0.11, -0.73, 0.61], [0.21, 1.43, -3.46], [-0.74, -1.23, -0.01], [1.57, 0.32, -1.53], [-0.34, -0.53, -1.08], [11.26, 0.33, -4.13], [-8.32, 0.67, 0.44], [-1.02, 3.09, 1.49], [-0.95, -1.89, 0.74], [-0.06, 4.88, -0.40], [-0.34, 1.32, 0.03], [-0.55, -0.53, -1.91], [-3.06, 1.10, 1.28]]
}